1.
Entry from the Open Molecules 2025 dataset: a gas-phase ion, C3H6O2P (charge -1) (ωB97M-V/def2-TZVPD).

XYZ file:
```
12
Properties=species:S:1:pos:R:3:forces:R:3:nbo_charge:R:1
C 0.87996 1.67531 0.36177 -1.2 1.7 2.5 -0.40
C -1.09739 -1.32976 -1.00604 1.9 1.3 -1.2 -1.35
C 0.46156 0.46964 0.69447 -2.1 1.6 1.0 -0.60
O 1.53851 -0.68038 -1.51526 -0.9 0.1 1.4 -1.15
O 0.88512 -2.04251 0.73236 1.6 2.3 -0.9 -1.01
P 0.47005 -0.88095 -0.45455 0.8 -2.1 -0.9 2.06
H 0.52364 2.65546 0.87848 0.9 -1.9 -0.9 0.16
H 1.63198 1.64652 -0.31804 2.1 0.9 -2.5 0.20
H -1.32157 -0.74281 -1.97037 -0.3 -1.2 1.8 0.23
H -1.74626 -1.67553 -0.22877 -1.0 0.2 0.0 0.19
H -0.32115 0.55552 1.46805 0.2 -1.0 -0.2 0.19
H 0.18348 -2.63594 0.75947 -1.9 -1.9 -0.1 0.47
```
Positions in Å, forces in eV/Å.

The value obtained for the HOMO energy is -0.09878 hartree. As for the SMILES: C=C[P@@](=C)([O-])O. For the HOMO-LUMO gap, the calculation gives 6.944 eV. The total energy is -16592.253 eV. Its net charge is -1. The energy above the lowest of the compared OMol25 structures with the same formula, charge and spin is 46.5 kcal per mole.



2.
Entry from the Open Molecules 2025 dataset: a single C3H6O2S molecule (ωB97M-V/def2-TZVPD).

XYZ file:
```
12
Properties=species:S:1:pos:R:3:forces:R:3:nbo_charge:R:1
O -1.70396 1.42132 -0.47332 -0.4 -0.1 0.2 -0.60
C -1.62530 0.35536 0.08366 1.6 0.6 -0.2 0.79
O -2.67940 -0.33326 0.53144 -0.4 0.3 -0.1 -0.67
C -0.28850 -0.38070 0.21016 0.1 -0.5 -0.7 -0.54
C 1.00095 0.46429 0.01342 -1.7 0.7 -3.2 -0.39
S 2.46147 -0.64413 -0.13374 2.4 -2.2 3.5 -0.38
H -3.46165 0.19764 0.26761 0.3 -0.3 0.2 0.50
H -0.16990 -0.95682 1.12746 -0.3 0.0 0.0 0.24
H -0.39425 -1.11803 -0.59768 0.3 0.0 0.2 0.25
H 1.03644 1.11125 0.89248 1.2 -0.1 -0.2 0.24
H 1.04416 1.04133 -0.95114 -0.8 -0.2 1.3 0.25
H 3.53387 -1.40908 -0.75388 -2.2 1.9 -0.9 0.31
```
Positions in Å, forces in eV/Å.

The value obtained for the HOMO energy is -0.33275 hartree. As for the SMILES: O=C(O)CCS. For the HOMO-LUMO gap, the calculation gives 8.263 eV. The total energy is -18136.138 eV. The energy above the lowest of the compared OMol25 structures with the same formula, charge and spin is 64.8 kcal per mole.



3.
Entry from the Open Molecules 2025 dataset: a molecular structure, C3H6O2S (ωB97M-V/def2-TZVPD).

XYZ file:
```
12
Properties=species:S:1:pos:R:3:forces:R:3:nbo_charge:R:1
C -2.00839 -0.23386 0.16919 3.2 -0.9 -2.8 -0.08
C -0.57103 -0.58283 0.73450 -1.6 2.3 4.7 -0.67
C 1.77270 0.36925 -0.15622 2.9 0.2 -0.4 0.22
H -2.79324 1.55476 -0.62032 4.1 -2.6 0.3 0.48
H -2.67597 -0.35532 0.92230 -1.9 1.3 3.0 0.18
H -2.48689 -0.98205 -0.47759 1.0 -0.3 -0.6 0.16
H -0.16921 0.45052 1.15005 -1.0 -1.6 -1.1 0.29
H -0.72473 -1.02696 1.98919 0.8 0.2 -4.2 0.24
H 2.80349 -0.11005 -0.65553 -1.8 2.0 0.9 0.12
O -1.82827 0.98777 -0.56943 -4.6 2.1 0.6 -0.72
O 1.63551 1.45333 0.38546 0.1 -2.2 -1.0 -0.54
S 0.77681 -1.02344 -0.33257 -1.1 -0.6 0.6 0.32
```
Positions in Å, forces in eV/Å.

The value obtained for the HOMO energy is -0.35760 hartree. For the HOMO-LUMO gap, the calculation gives 10.274 eV. The total energy is -18135.345 eV. The energy above the lowest of the compared OMol25 structures with the same formula, charge and spin is 83.1 kcal per mole.



4.
Entry from the Open Molecules 2025 dataset: a single C3H6O2S2 molecule (ωB97M-V/def2-TZVPD).

XYZ file:
```
13
Properties=species:S:1:pos:R:3:forces:R:3:nbo_charge:R:1
C 0.64783 0.04400 -1.00352 -1.5 2.2 1.5 -0.54
C 0.16843 -0.17928 -2.36674 2.1 0.2 -2.1 0.80
O 0.87087 -1.30518 -2.79912 -0.9 0.3 -1.6 -0.71
O -0.43180 0.60448 -3.05971 -0.1 -1.3 0.4 -0.57
C -0.57291 0.29807 -0.05513 -0.9 0.0 0.3 -0.53
S -0.39911 -0.67559 1.53080 0.2 1.4 -0.2 0.07
S 0.03189 0.95745 2.79893 -0.4 -1.9 2.1 -0.18
H 1.29854 -0.71731 -0.70736 0.4 -1.4 0.7 0.25
H 1.30608 0.93344 -1.01824 -0.5 -0.1 -0.1 0.25
H 0.85911 -1.41874 -3.79087 -0.4 0.4 1.3 0.50
H -1.51847 -0.24834 -0.36147 1.2 1.0 -0.5 0.24
H -0.82500 1.44367 0.02900 0.5 -2.4 0.3 0.26
H -0.21740 0.12627 3.99639 0.4 1.6 -2.0 0.17
```
Positions in Å, forces in eV/Å.

The value obtained for the HOMO energy is -0.30516 hartree. As for the SMILES: O=C(O)CCSS. For the HOMO-LUMO gap, the calculation gives 8.591 eV. The total energy is -28972.964 eV. The energy above the lowest of the compared OMol25 structures with the same formula, charge and spin is 30.7 kcal per mole.



5.
Entry from the Open Molecules 2025 dataset: 2 unconnected molecules or ions with the total composition C3H6O3 (ωB97M-V/def2-TZVPD).

XYZ file:
```
12
Properties=species:S:1:pos:R:3:forces:R:3:lowdin_spin:R:1
O 0.67073 -0.45876 -0.70906 -0.6 0.0 0.5 0.32
C 0.48842 -0.32023 -1.99009 0.9 -0.2 -0.5 0.48
C -0.88425 -0.16418 -2.57843 0.2 0.2 0.7 0.10
H 1.34232 -0.55893 -2.65793 -0.4 0.0 0.0 0.05
H -1.55983 -0.32290 -1.72529 -0.2 -0.1 -0.2 0.00
H -1.14005 -0.89405 -3.36150 0.0 0.2 -0.1 0.02
H -1.05493 0.87394 -2.90861 -0.3 -0.2 -0.3 0.03
O 0.84196 0.95869 2.34257 -0.1 0.0 0.5 0.00
C 0.24003 0.02200 1.90398 0.5 0.3 -0.6 0.00
O -1.04474 0.10611 1.49098 -0.4 0.3 0.4 0.00
H 0.69395 -0.96849 1.80772 -0.1 -0.1 -0.1 0.00
H -1.04604 0.06171 0.52045 0.6 -0.5 -0.4 0.00
```
Positions in Å, forces in eV/Å.

The value obtained for the HOMO energy (alpha / beta) is -0.00205 / -0.13201 hartree. Its spin multiplicity is 2. For the HOMO-LUMO gap (alpha / beta), the calculation gives 4.228 / 7.741 eV. The total energy is -9349.558 eV. Its net charge is -1. The energy above the lowest of the compared OMol25 structures with the same formula, charge and spin is 28.5 kcal per mole.



6.
Entry from the Open Molecules 2025 dataset: 2 unconnected molecules or ions with the total composition C3H6O3 (ωB97M-V/def2-TZVPD).

XYZ file:
```
12
Properties=species:S:1:pos:R:3:forces:R:3:nbo_charge:R:1
O 1.27500 1.53420 0.27638 0.8 0.8 -0.4 -0.95
C -0.54759 0.13785 0.90120 -2.3 -1.4 0.0 -0.58
C -0.36708 -0.20733 -0.48821 1.2 0.7 -0.8 0.40
O -0.58686 0.54907 -1.41910 0.0 -0.6 -0.1 -0.57
C 0.13830 -1.64401 -0.65300 0.3 -0.4 -0.7 0.34
O 0.51385 -2.05718 -1.71308 -0.1 0.0 0.4 -0.44
H 1.08386 2.40529 0.63086 0.2 0.2 0.0 0.47
H -0.90827 1.13422 1.14620 0.0 -0.3 -0.3 0.24
H 0.06917 -0.32461 1.68459 -0.5 -0.2 -0.6 0.25
H -1.49058 -0.54735 0.52684 0.1 0.6 2.5 0.24
H 0.74021 1.47405 -0.54094 0.5 0.5 0.3 0.49
H 0.20434 -2.24423 0.28524 0.0 0.1 -0.3 0.12
```
Positions in Å, forces in eV/Å.

The value obtained for the HOMO energy is -0.36366 hartree. As for the SMILES: CC(=O)C=O.O. For the HOMO-LUMO gap, the calculation gives 9.543 eV. The total energy is -9348.189 eV. The energy above the lowest of the compared OMol25 structures with the same formula, charge and spin is 72.1 kcal per mole.



7.
Entry from the Open Molecules 2025 dataset: 2 unconnected molecules or ions with the total composition C3H6O3 (ωB97M-V/def2-TZVPD).

XYZ file:
```
12
Properties=species:S:1:pos:R:3:forces:R:3:nbo_charge:R:1
C 0.25132 1.58520 -0.19265 0.6 -0.4 0.3 0.34
C -0.18591 -1.03558 0.26440 -0.4 -0.2 -0.3 0.66
C -1.25141 -0.71546 -0.54449 0.3 -0.1 0.2 -0.76
O 0.44475 -0.23395 1.04381 0.0 0.4 -0.2 -0.78
O 0.26865 -2.32415 0.23686 0.1 0.2 0.0 -0.69
O 1.54586 1.59583 -0.25763 -0.5 0.0 0.0 -0.59
H 1.08405 -2.33842 0.75588 -0.1 0.0 0.0 0.48
H 1.90977 1.35162 0.61332 -0.1 0.1 0.0 0.53
H -0.27659 1.88012 0.70108 0.0 0.0 0.0 0.20
H -0.24119 1.57381 -1.15255 0.0 -0.1 0.0 0.21
H -1.87117 0.12577 -0.27391 0.0 0.1 0.0 0.19
H -1.67814 -1.46477 -1.19413 0.0 0.0 0.0 0.21
```
Positions in Å, forces in eV/Å.

The value obtained for the HOMO energy (alpha / beta) is -0.27320 / -0.27316 hartree. For the HOMO-LUMO gap (alpha / beta), the calculation gives 6.693 / 6.691 eV. The total energy is -9347.336 eV. The energy above the lowest of the compared OMol25 structures with the same formula, charge and spin is 91.8 kcal per mole.



8.
Entry from the Open Molecules 2025 dataset: 2 unconnected molecules or ions with the total composition C3H6O3P (ωB97M-V/def2-TZVPD).

XYZ file:
```
13
Properties=species:S:1:pos:R:3:forces:R:3:nbo_charge:R:1
C -0.55887 0.54988 -1.50796 1.2 1.5 -2.4 0.69
C 1.34253 -0.38379 -0.09822 2.4 0.5 -0.4 -0.61
C -0.07876 -0.22269 -0.60755 -1.3 -2.0 2.6 -0.56
O -3.42775 -0.58786 1.50521 2.1 -2.0 -0.8 -1.07
O -0.78060 1.23825 -2.45062 -0.5 -0.6 1.2 -0.53
O -1.09721 -1.58084 2.03815 1.6 -2.4 -1.4 -1.21
P -2.02448 -0.56902 2.54357 -1.7 3.8 0.8 1.14
H 1.35237 -0.69895 0.96039 -0.4 -0.1 -0.6 0.25
H 1.98478 -1.13083 -0.69456 -1.3 0.7 0.8 0.19
H 2.05482 0.53774 -0.09959 -1.7 -1.0 -0.2 0.19
H -0.89005 -0.81068 0.00418 1.5 1.0 -0.9 0.34
H -4.11301 0.01075 1.65819 -1.4 1.6 0.8 0.46
H -1.40038 0.76924 1.87071 -0.7 -0.8 0.6 -0.29
```
Positions in Å, forces in eV/Å.

The value obtained for the HOMO energy is -0.09788 hartree. For the HOMO-LUMO gap, the calculation gives 6.310 eV. The total energy is -18639.519 eV. Its net charge is -1. The energy above the lowest of the compared OMol25 structures with the same formula, charge and spin is 75.9 kcal per mole.